Below is a structure of composition C8H20BCs2O4S2 at a distorted geometry, with properties calculated with ωB97M-V/def2-TZVPD.

Structure (XYZ):
```
37
Properties=species:S:1:pos:R:3:lowdin_charge:R:1
Cs -1.28 0.13 -4.75 1.05
Cs 2.71 -0.77 -3.29 1.04
B 0.39 1.16 -2.23 -0.63
H 1.21 1.03 -1.54 -0.10
H 0.01 2.17 -2.21 -0.04
H 0.79 1.04 -3.22 -0.24
H -0.40 0.45 -2.05 -0.12
C -2.98 -1.19 -1.38 -0.23
C -3.67 -0.94 -0.06 -0.21
C -4.49 -2.22 0.21 -0.19
S -3.79 -3.68 -0.69 0.71
O -4.62 -4.26 -1.79 -0.34
O -3.22 -4.60 0.26 -0.31
C -2.51 -2.66 -1.40 -0.24
H -2.13 -0.54 -1.60 0.06
H -3.77 -1.01 -2.11 0.12
H -4.42 -0.16 -0.15 0.11
H -2.99 -0.64 0.75 0.12
H -5.52 -1.97 -0.04 0.11
H -4.34 -2.50 1.25 0.10
H -2.35 -3.03 -2.41 0.10
H -1.62 -2.80 -0.79 0.11
C 2.27 2.67 1.71 -0.17
C 3.46 2.79 2.78 -0.20
C 4.67 1.89 2.40 -0.20
S 3.84 0.59 1.43 0.74
O 3.83 -0.74 2.06 -0.35
O 4.39 0.69 0.01 -0.41
C 2.09 1.13 1.49 -0.20
H 2.48 3.28 0.82 0.11
H 1.33 3.09 2.06 0.11
H 3.24 2.55 3.82 0.11
H 3.71 3.85 2.85 0.11
H 5.07 1.39 3.28 0.10
H 5.35 2.44 1.75 0.11
H 1.69 0.44 2.23 0.10
H 1.58 0.91 0.55 0.07
```

Properties
LUMO energy, eV: -3.75
Total charge: +1
HOMO-LUMO gap, Eh: 0.3125
Max |F|, eV/Å: 4.6
Calculated total energy, eV: -40244.13455
Highest occupied orbital energy, eV: -12.3

=====

Below is a structure of composition C8H20F4K3N2O12S4 at a distorted geometry, with properties calculated with ωB97M-V/def2-TZVPD.

Structure (XYZ):
```
53
Properties=species:S:1:pos:R:3:nbo_charge:R:1
K 4.54 3.23 -1.20 0.99
K 2.35 -2.45 -1.39 0.96
K 4.97 3.87 2.23 0.99
N 4.36 -1.91 -3.23 -1.17
S 5.43 -0.63 -2.87 2.42
O 4.86 0.44 -2.07 -1.00
O 6.49 -0.30 -3.76 -0.86
F 6.33 -1.43 -1.82 -0.50
S 4.25 -1.61 -4.66 2.44
O 5.12 -2.31 -5.60 -0.87
O 3.82 -0.26 -5.03 -0.93
F 2.82 -2.34 -4.84 -0.52
N 3.20 2.06 0.84 -1.31
S 3.05 0.43 1.25 2.38
O 1.94 -0.30 0.56 -0.88
O 3.36 0.20 2.67 -0.85
F 4.40 -0.08 0.51 -0.48
S 1.77 2.50 0.96 2.47
O 1.13 2.38 2.27 -0.87
O 1.03 2.39 -0.26 -0.90
F 2.12 4.03 0.91 -0.54
C -2.12 1.59 2.07 -0.25
O -2.87 0.45 1.66 -0.56
C -3.65 -0.14 2.74 -0.09
C -5.17 0.21 2.68 -0.10
O -5.33 1.61 3.13 -0.54
C -6.69 1.80 3.53 -0.27
H -2.75 2.45 2.27 0.18
H -1.37 1.80 1.31 0.18
H -1.54 1.53 3.00 0.17
H -3.18 0.09 3.70 0.18
H -3.42 -1.20 2.71 0.19
H -5.59 -0.45 3.44 0.18
H -5.58 -0.05 1.71 0.19
H -7.35 1.76 2.67 0.17
H -6.79 2.85 3.80 0.19
H -7.17 1.20 4.31 0.18
C -0.21 -3.27 0.59 -0.28
O -0.40 -2.89 -0.73 -0.56
C -1.13 -1.63 -0.72 -0.10
C -1.11 -1.25 -2.18 -0.09
O 0.24 -1.04 -2.46 -0.58
C 0.52 0.24 -2.90 -0.25
H -1.19 -3.45 1.02 0.18
H 0.31 -2.46 1.11 0.17
H 0.26 -4.23 0.82 0.20
H -0.66 -0.82 -0.15 0.19
H -2.17 -1.72 -0.40 0.20
H -1.76 -0.43 -2.50 0.20
H -1.39 -2.09 -2.80 0.20
H 1.61 0.33 -2.89 0.18
H 0.21 0.92 -2.11 0.18
H 0.10 0.40 -3.89 0.19
```

Properties
LUMO energy, eV: -4.93
Total charge: +1
HOMO-LUMO gap, Eh: 0.2360
Max |F|, eV/Å: 11.7
Calculated total energy, eV: -139347.33943
Highest occupied orbital energy, eV: -11.4

=====

Below is a cluster of 3 separate species, C8H20IO6PS2Si in total, with properties calculated with ωB97M-V/def2-TZVPD.

Structure (XYZ):
```
39
Properties=species:S:1:pos:R:3:nbo_charge:R:1
O 3.88 -1.52 7.48 -1.09
P 3.46 -0.62 6.38 1.07
Si 1.26 -0.09 6.59 1.09
O 0.46 -1.47 6.89 -1.07
I 0.60 0.95 4.50 -0.20
H 3.60 -1.18 5.09 -0.07
H 4.19 0.58 6.28 -0.07
H 1.09 0.80 7.74 -0.17
H 0.83 -2.25 6.46 0.51
C -2.44 3.50 0.19 -0.41
C -2.38 2.48 -0.96 -0.40
C -0.93 2.01 -1.09 -0.68
S -0.21 2.17 0.54 2.16
O 0.83 3.17 0.52 -0.95
O 0.07 0.87 1.09 -0.96
C -1.66 2.87 1.34 -0.67
H -3.47 3.72 0.49 0.22
H -1.97 4.43 -0.11 0.22
H -3.02 1.63 -0.72 0.21
H -2.74 2.91 -1.89 0.23
H -0.85 0.98 -1.41 0.29
H -0.36 2.65 -1.76 0.25
H -1.33 3.58 2.10 0.25
H -2.20 2.05 1.80 0.24
C 1.17 -2.79 -3.10 -0.41
C 0.07 -3.58 -3.83 -0.40
C -1.09 -2.61 -4.10 -0.67
S -0.34 -0.98 -4.25 2.18
O -0.81 -0.16 -3.15 -0.97
O -0.44 -0.50 -5.60 -0.93
C 1.34 -1.50 -3.88 -0.67
H 2.10 -3.35 -3.05 0.23
H 0.85 -2.57 -2.08 0.22
H 0.46 -3.97 -4.77 0.21
H -0.27 -4.44 -3.24 0.23
H -1.62 -2.82 -5.03 0.25
H -1.79 -2.57 -3.27 0.25
H 1.83 -0.70 -3.33 0.26
H 1.84 -1.66 -4.84 0.24
```

Properties
LUMO energy, eV: 0.52
Total charge: 0
HOMO-LUMO gap, Eh: 0.3651
Max |F|, eV/Å: 0.6
Structure (SMILES): O=[PH2][Si@H](O)I.O=S1(=O)CCCC1.O=S1(=O)CCCC1
Calculated total energy, eV: -67844.31608
Highest occupied orbital energy, eV: -9.4

=====

Below is an isolated molecule of C8H20N2 at a distorted geometry, with properties calculated with ωB97M-V/def2-TZVPD.

Structure (XYZ):
```
30
Properties=species:S:1:pos:R:3:nbo_charge:R:1
C -0.05 0.61 -0.16 -0.03
C 0.19 -0.88 0.14 -0.23
C 1.61 -1.13 0.94 -0.02
C -1.36 0.94 -1.11 -0.21
C 0.16 -1.83 -1.06 -0.61
C 2.76 -0.17 0.63 -0.63
C -1.88 2.37 -0.86 -0.61
C -2.54 -0.02 -1.03 -0.62
N -0.10 1.38 1.08 -0.87
N 1.37 -1.11 2.39 -0.85
H 0.80 0.98 -0.75 0.17
H -0.59 -1.23 0.83 0.20
H 1.96 -2.14 0.70 0.16
H -1.00 0.93 -2.15 0.19
H 0.43 2.24 0.97 0.36
H 0.34 0.86 1.84 0.39
H 0.71 -1.85 2.63 0.36
H 2.23 -1.35 2.88 0.36
H -0.87 -2.14 -1.28 0.21
H 0.68 -2.77 -0.86 0.21
H 0.59 -1.38 -1.96 0.21
H 3.69 -0.52 1.08 0.21
H 2.58 0.83 1.05 0.21
H 2.92 -0.08 -0.44 0.21
H -3.47 0.45 -1.38 0.21
H -2.66 2.64 -1.59 0.20
H -1.08 3.12 -0.96 0.20
H -2.33 2.46 0.13 0.22
H -2.39 -0.87 -1.70 0.20
H -2.71 -0.37 -0.01 0.21
```

Properties
ΔE to the lowest compared entry with this formula, charge and spin, kJ/mol: 43.3
LUMO energy, eV: 1.00
Total charge: 0
HOMO-LUMO gap, Eh: 0.3574
Max |F|, eV/Å: 1.7
Structure (SMILES): CC(C)[C@@H](N)[C@@H](C)[C@@H](C)N
Calculated total energy, eV: -11600.41550
Highest occupied orbital energy, eV: -8.7

=====

Below is a cluster of 2 separate species, C8H20N2OSi in total at a distorted geometry, with properties calculated with ωB97M-V/def2-TZVPD.

Structure (XYZ):
```
32
Properties=species:S:1:pos:R:3:nbo_charge:R:1
C -2.52 0.59 -1.17 -0.22
C -1.61 1.38 -0.50 -0.83
C -0.47 -2.63 -0.44 -0.63
C 0.55 2.10 2.99 -0.64
C 2.35 -0.23 -1.35 -0.41
C 0.75 0.13 -3.12 -0.41
C -0.90 -2.12 1.00 -0.20
C 1.45 1.52 1.87 -0.08
N 0.21 -1.51 1.48 -0.96
N 1.03 0.26 -1.65 -0.89
O 1.07 1.97 0.57 -0.94
Si 0.16 1.29 -0.62 2.14
H -3.52 0.69 -1.08 0.19
H -2.17 -0.11 -1.75 0.18
H -1.98 2.22 0.07 0.25
H -0.33 -1.86 -1.22 0.18
H 0.50 -3.14 -0.29 0.19
H -1.27 -3.31 -0.78 0.19
H 1.08 1.63 3.88 0.22
H 0.57 3.21 3.16 0.21
H -0.45 1.67 2.79 0.22
H 3.10 0.24 -1.93 0.18
H 2.75 0.05 -0.40 0.23
H 2.44 -1.35 -1.44 0.21
H 1.34 -0.62 -3.55 0.22
H -0.34 -0.01 -3.38 0.21
H 1.02 1.16 -3.50 0.20
H -1.83 -1.48 0.98 0.16
H -1.06 -3.14 1.63 0.12
H 1.31 0.46 2.00 0.25
H 2.44 1.88 1.81 0.18
H 1.02 -2.05 1.27 0.30
```

Properties
ΔE to the lowest compared entry with this formula, charge and spin, kJ/mol: 646.2
LUMO energy (alpha / beta), eV: -0.92 / -1.60
Total charge: 0
HOMO-LUMO gap (alpha / beta), Eh: 0.1855 / 0.1101
Max |F|, eV/Å: 5.7
Calculated total energy, eV: -21520.10081
Highest occupied orbital energy (alpha / beta), eV: -6.0 / -4.6

=====

Below is a cluster of 5 separate species, C8H20N4O14S3 in total at a distorted geometry, with properties calculated with ωB97M-V/def2-TZVPD.

Structure (XYZ):
```
49
Properties=species:S:1:pos:R:3:nbo_charge:R:1
C 0.54 -0.71 -1.23 0.79
O -0.26 -1.15 -0.42 -0.69
N 0.16 -0.07 -2.39 -0.86
N 1.89 -0.74 -1.02 -0.85
H 0.78 -0.11 -3.18 0.39
H -0.81 -0.08 -2.65 0.41
H 2.58 -0.32 -1.62 0.40
H 2.19 -1.31 -0.25 0.42
C -1.91 1.96 0.79 0.76
O -2.50 2.81 1.44 -0.66
N -1.68 0.70 1.27 -0.88
N -1.20 2.26 -0.35 -0.87
H -1.27 -0.02 0.69 0.42
H -2.10 0.47 2.15 0.40
H -1.34 3.16 -0.77 0.41
H -0.79 1.51 -0.90 0.39
C 1.29 -3.77 3.36 -0.10
C 0.85 -2.31 3.08 -0.11
O 1.72 -1.78 2.11 -0.69
S 3.08 -2.61 2.09 2.56
O 3.91 -2.12 3.12 -0.90
O 3.55 -2.70 0.75 -0.91
O 2.43 -3.99 2.48 -0.68
H 0.57 -4.50 3.05 0.22
H 1.68 -3.86 4.37 0.21
H 0.90 -1.74 4.01 0.19
H -0.19 -2.23 2.76 0.22
C 1.82 1.99 0.79 -0.12
C 3.02 1.53 1.65 -0.09
O 3.88 2.69 1.75 -0.69
S 3.34 3.90 0.87 2.56
O 3.88 3.84 -0.44 -0.92
O 3.45 5.09 1.63 -0.89
O 1.82 3.41 0.82 -0.68
H 0.87 1.64 1.18 0.23
H 1.97 1.62 -0.23 0.19
H 3.52 0.71 1.15 0.20
H 2.73 1.36 2.68 0.20
C -4.05 0.47 -3.82 -0.11
C -4.76 0.19 -2.47 -0.10
O -4.13 -1.01 -1.97 -0.69
S -3.33 -1.75 -3.10 2.56
O -4.20 -2.49 -3.94 -0.91
O -2.17 -2.33 -2.56 -0.88
O -2.93 -0.39 -3.87 -0.70
H -3.71 1.50 -3.91 0.21
H -4.73 0.30 -4.66 0.20
H -5.83 0.06 -2.55 0.21
H -4.52 0.94 -1.72 0.21
```

Properties
LUMO energy, eV: 0.21
Total charge: 0
HOMO-LUMO gap, Eh: 0.3715
Max |F|, eV/Å: 1.7
Structure (SMILES): O=S1(=O)OCCO1.O=S1(=O)OCCO1.O=S1(=O)OCCO1.NC(N)=O.NC(N)=O
Calculated total energy, eV: -75750.96514
Highest occupied orbital energy, eV: -9.9